1.
C67H144F3N6O3S | ωB97M-V/def2-TZVPD

Output
Charge: +5
HOMO in eV: -18.181
Multiplicity: 1
Gap between HOMO and LUMO in eV: 9.791
Relative energy (zero: lowest compared OMol25 entry of this formula, charge and spin) in kJ/mol: 0.0
F_max in Eh/bohr: 0.040

Cartesian coordinates (Å):
C 0.7711 -2.9914 -3.7594
C -0.5215 -3.3416 -4.4926
C -1.6015 -2.2618 -4.3464
C -1.8568 -1.9782 -2.8643
N -3.1715 -1.3234 -2.5679
C -4.3865 -2.1435 -3.0063
C -5.5221 -1.7394 -2.0411
C -4.8551 -0.9587 -0.9082
C -3.3878 -1.2421 -1.0987
C -3.2862 0.0078 -3.2626
C -2.2068 1.0052 -2.8681
C -2.3265 2.3641 -3.5838
H 1.5556 -3.7455 -3.8372
H 0.6106 -2.9923 -2.6711
H 1.1848 -2.0230 -4.0431
H -0.9343 -4.2708 -4.0996
H -0.2622 -3.4318 -5.5468
H -2.5335 -2.7017 -4.7124
H -1.3833 -1.3592 -4.9151
H -1.0631 -1.3674 -2.4410
H -1.8710 -2.9045 -2.2885
H -4.7033 -2.0109 -4.0368
H -4.0788 -3.1853 -2.9020
H -6.2005 -1.1122 -2.6230
H -6.1586 -2.5880 -1.7947
H -5.1058 0.0965 -1.0464
H -5.1281 -1.1749 0.1243
H -2.7629 -0.4773 -0.6409
H -3.1047 -2.1794 -0.6209
H -4.2347 0.4534 -2.9695
H -3.2654 -0.1279 -4.3412
H -1.1767 0.6517 -2.9263
H -2.3142 1.2465 -1.8025
H -2.4085 2.2220 -4.6609
H -1.5100 3.0366 -3.3300
H -3.2418 2.8470 -3.2325
C -1.3704 -1.5464 5.1717
C -2.8864 -1.6016 4.9088
C -3.6710 -1.3203 6.1876
C -5.1891 -1.3634 6.0725
N -5.8835 -0.5858 7.1793
C -7.3795 -0.7257 7.0919
C -7.9881 0.5607 7.6416
C -6.9063 1.6229 7.4640
C -5.6528 0.9086 6.9489
C -5.3776 -0.8725 8.5904
C -5.4599 -2.3141 8.9982
C -5.0155 -2.5773 10.4359
H -0.7754 -1.3453 4.2837
H -1.1288 -2.4903 5.6577
H -1.2360 -0.7380 5.8943
H -3.1742 -2.5359 4.4208
H -3.1891 -0.8105 4.2046
H -3.2923 -0.3938 6.6267
H -3.4519 -2.0755 6.9511
H -5.5324 -2.3889 6.2064
H -5.6071 -0.9545 5.1531
H -7.6989 -1.6149 7.6305
H -7.6461 -0.9153 6.0516
H -8.2792 0.4273 8.6812
H -8.8693 0.8563 7.0787
H -6.7398 2.2762 8.3165
H -7.1840 2.2873 6.6417
H -4.7188 1.2178 7.4078
H -5.5511 1.0118 5.8688
H -6.0138 -0.2687 9.2413
H -4.3770 -0.4498 8.6477
H -4.8679 -2.9747 8.3591
H -6.4863 -2.6847 8.9148
H -4.0167 -2.1664 10.6164
H -4.9386 -3.6480 10.6057
H -5.6351 -2.1258 11.2101
C -6.1385 6.2229 5.3938
C -6.6725 5.6178 4.0869
C -5.5428 5.3697 3.0508
C -5.3165 3.8884 2.8569
N -4.2175 3.5563 1.8611
C -2.8836 4.1431 2.2866
C -1.7768 3.2573 1.7113
C -2.4286 1.8710 1.7334
C -3.9448 2.0442 1.8120
C -4.4743 4.1223 0.4796
C -5.8249 3.7929 -0.1435
C -5.9983 4.6144 -1.4130
H -6.7835 5.9019 6.2127
H -6.0810 7.3081 5.4540
H -5.1285 5.8590 5.6059
H -7.4054 6.2836 3.6379
H -7.1615 4.6782 4.3500
H -4.6310 5.9021 3.3189
H -5.8788 5.8214 2.1139
H -6.1808 3.3668 2.4455
H -5.0045 3.3599 3.7595
H -2.8466 5.2037 2.0668
H -2.8422 3.9986 3.3692
H -1.5609 3.5163 0.6737
H -0.8775 3.2844 2.3160
H -2.2262 1.2241 0.8817
H -2.0579 1.2879 2.5766
H -4.4384 1.7709 0.8814
H -4.4106 1.5470 2.6572
H -3.6606 3.7965 -0.1716
H -4.3395 5.1961 0.5872
H -6.6361 4.0635 0.5351
H -5.9246 2.7177 -0.3085
H -5.7947 5.6770 -1.2364
H -7.0221 4.6488 -1.7792
H -5.2858 4.3420 -2.1935
C 1.0796 7.5053 -6.2217
C 2.5612 7.4752 -5.8565
C 2.8138 6.7905 -4.5074
C 2.6862 5.2753 -4.6470
N 2.8042 4.5330 -3.3448
C 2.3169 3.1028 -3.5617
C 1.9504 2.5475 -2.1884
C 1.4580 3.8059 -1.4465
C 1.7645 4.9895 -2.3589
C 4.1741 4.5920 -2.7427
C 5.3408 4.1429 -3.6193
C 6.6680 4.2177 -2.8409
H 0.6035 6.5167 -6.2046
H 0.8038 7.9998 -7.1455
H 0.5623 7.9497 -5.3599
H 2.9917 8.4741 -5.8286
H 3.0967 6.9365 -6.6465
H 2.1049 7.2020 -3.7871
H 3.8294 7.0407 -4.1949
H 3.4118 4.9100 -5.3739
H 1.7407 5.0111 -5.1214
H 3.0614 2.5727 -4.1511
H 1.4030 3.1282 -4.1548
H 2.8095 2.1227 -1.6709
H 1.1948 1.7702 -2.2433
H 1.9776 3.8242 -0.4868
H 0.4030 3.8403 -1.1763
H 2.0490 5.9166 -1.8693
H 0.8506 5.1896 -2.9192
H 4.1700 4.2081 -1.7216
H 4.3541 5.6574 -2.5628
H 5.3618 4.7553 -4.5192
H 5.2172 3.0957 -3.9166
H 7.4802 4.0123 -3.5315
H 6.6201 3.4870 -2.0360
H 6.8045 5.2402 -2.4884
C 3.6566 -5.7669 -2.3703
C 3.6074 -5.5139 -0.8518
C 2.4167 -6.1638 -0.1906
C 1.0650 -5.7187 -0.7811
N -0.1171 -6.0901 0.0544
C 0.0215 -5.5793 1.5078
C -1.3870 -5.3149 1.9997
C -2.3173 -5.3451 0.7864
C -1.3823 -5.4254 -0.4150
C -0.3378 -7.5954 0.0972
C -0.5024 -8.2634 -1.2558
C -1.0783 -9.6762 -1.0356
H 4.5606 -5.4298 -2.8661
H 2.7911 -5.2717 -2.8223
H 3.4564 -6.8213 -2.5837
H 3.6253 -4.4220 -0.7682
H 4.5004 -5.8964 -0.3569
H 2.4412 -6.0111 0.8894
H 2.4962 -7.2534 -0.2838
H 0.9349 -6.1097 -1.7845
H 1.1021 -4.6280 -0.7348
H 0.6792 -6.2563 2.0388
H 0.5035 -4.6153 1.3398
H -1.6813 -6.0287 2.7653
H -1.3957 -4.2961 2.3914
H -2.8942 -6.2679 0.8707
H -3.0249 -4.5257 0.6936
H -1.8287 -6.0126 -1.2127
H -1.0999 -4.4430 -0.7909
H -1.1172 -7.8019 0.8302
H 0.5749 -7.9614 0.5727
H 0.4774 -8.3968 -1.7157
H -1.1407 -7.7310 -1.9613
H -1.2492 -10.2381 -1.9483
H -2.0401 -9.6790 -0.5158
H -0.3841 -10.1660 -0.3496
C 6.2737 -1.8247 0.2978
C 6.1411 -0.9769 -0.9797
C 7.2525 -1.0846 -2.0149
C 8.5678 -0.4863 -1.5354
N 9.6650 -0.4892 -2.5891
C 10.1938 -1.9135 -2.7627
C 11.7099 -1.8355 -2.7654
C 12.1153 -0.3774 -2.4930
C 10.8112 0.2848 -2.0194
C 9.1821 0.0583 -3.9032
C 8.4637 1.4042 -3.8383
C 7.7338 1.6790 -5.1785
H 5.3094 -1.9095 0.7913
H 6.9648 -1.3623 1.0049
H 6.6818 -2.7964 0.0194
H 5.8647 0.0670 -0.7843
H 5.1940 -1.3056 -1.4280
H 6.8855 -0.5424 -2.8894
H 7.3668 -2.1244 -2.3306
H 8.9510 -1.0347 -0.6797
H 8.4270 0.5625 -1.2832
H 9.7836 -2.3593 -3.6638
H 9.8394 -2.4837 -1.9066
H 12.0946 -2.1738 -3.7258
H 12.1405 -2.4982 -2.0164
H 12.4344 0.0677 -3.4375
H 12.9267 -0.2393 -1.7867
H 10.8042 1.3612 -2.1653
H 10.8206 0.1097 -0.9415
H 8.6683 -0.7577 -4.4080
H 10.0622 0.2362 -4.5280
H 9.2152 2.1896 -3.7610
H 7.6703 1.4424 -3.0983
H 6.8478 1.0362 -5.1158
H 8.2695 1.3411 -6.0656
H 7.4123 2.7040 -5.3307
C 0.9146 -0.0937 0.3557
F 2.1065 -0.4046 -0.1201
F 1.0361 0.8789 1.2762
F 0.1301 0.4341 -0.6141
S 0.0260 -1.5564 1.1522
O 0.7835 -2.0063 2.2956
O -1.3053 -1.0391 1.4223
O 0.1416 -2.5392 0.0743

---

2.
C30H70N10O5P3 | ωB97M-V/def2-TZVPD

Output
Charge: +1
HOMO in eV: -9.077
Multiplicity: 1
Gap between HOMO and LUMO in eV: 5.597
F_max in Eh/bohr: 0.179

Cartesian coordinates (Å):
O 2.0776 -0.6148 3.6417
C 0.8322 -0.1022 3.8475
O 0.7167 0.8848 4.9326
C 0.1442 2.1599 4.4735
C 0.8916 2.8341 3.1794
C 1.2668 4.4265 3.3500
C 0.2183 5.2867 4.2710
N -0.3208 4.5585 5.4823
C 0.3626 3.2329 5.7366
C -0.4528 -0.6263 2.9468
C -0.0596 -1.2518 1.4479
C -1.2312 -1.7935 0.4361
C -2.8234 -1.7354 0.9159
C -3.1842 -1.1417 2.4302
C -2.0321 -0.5683 3.4841
H -1.0194 2.1091 4.2342
H 1.8575 2.2791 2.8169
H 0.1212 2.7782 2.2695
H 1.2617 4.9385 2.2720
H 2.3751 4.5380 3.7471
H -0.6787 5.7405 3.6381
H 0.8269 6.2311 4.6725
H -1.3699 4.4446 5.3555
H -0.1157 5.1710 6.3283
H -0.1081 2.7210 6.6994
H 1.5222 3.3735 5.9208
H 1.0677 -1.2939 1.1134
H -0.9022 -2.2266 -0.6035
H -3.6952 -2.1088 0.1969
H -4.3012 -1.1064 2.7985
H -2.2836 -0.1230 4.5485
O -2.1980 -1.7973 -2.9526
P -2.9764 -1.1214 -4.1079
N -1.5494 -0.8525 -5.0067
C -1.2170 0.2980 -5.8327
C -1.0605 -2.0607 -5.6787
N -3.3460 0.2384 -3.1207
C -2.2807 1.1427 -2.6918
C -4.1458 -0.1208 -1.9412
N -3.8713 -0.3443 -5.4359
C -4.3996 1.0193 -5.4176
C -4.9301 -1.2476 -5.9005
H -1.7343 0.2824 -6.7976
H -0.1396 0.3222 -6.0386
H -1.4333 1.2475 -5.3479
H -1.6424 -2.2685 -6.5823
H -1.1356 -2.9356 -5.0242
H -0.0027 -1.9685 -5.9519
H -1.4027 0.6052 -2.3158
H -2.6235 1.8224 -1.9013
H -1.9739 1.7996 -3.5047
H -3.5297 -0.5600 -1.1471
H -4.9202 -0.8496 -2.2075
H -4.6589 0.7571 -1.5364
H -5.2065 1.1458 -4.6875
H -4.8013 1.2846 -6.4032
H -3.6213 1.7602 -5.2187
H -5.7398 -1.3138 -5.1615
H -4.5304 -2.2519 -6.0567
H -5.3502 -0.9186 -6.8584
O 0.0402 4.2453 -2.5739
P 1.4805 4.7694 -2.3539
N 1.2275 6.1062 -3.3861
C 2.1721 6.7109 -4.3129
C 0.4493 7.1770 -2.7552
N 2.1431 3.4398 -3.2218
C 1.9124 3.3164 -4.6598
C 1.8355 2.1466 -2.5948
N 3.1362 5.3719 -2.1009
C 4.3419 4.8210 -2.7187
C 3.3802 5.5291 -0.6627
H 2.9129 7.3368 -3.8047
H 1.6450 7.3471 -5.0349
H 2.7042 5.9792 -4.9169
H 1.0730 7.7651 -2.0745
H -0.3863 6.7702 -2.1756
H 0.0099 7.8482 -3.5024
H 0.8639 3.4853 -4.9307
H 2.2002 2.3242 -5.0302
H 2.5396 4.0102 -5.2180
H 0.8143 1.8153 -2.8196
H 1.9350 2.2127 -1.5051
H 2.5330 1.3740 -2.9331
H 4.5667 3.8080 -2.3673
H 5.2094 5.4511 -2.4872
H 4.2791 4.8128 -3.8096
H 3.4752 4.5507 -0.1729
H 2.5517 6.0642 -0.1937
H 4.2880 6.1126 -0.4683
O 2.6881 -6.1959 2.1303
P 1.9338 -6.6448 3.4060
N 0.7809 -7.5217 2.5013
C -0.6429 -7.6621 2.7650
C 1.2908 -8.8095 2.0197
N 1.3906 -5.0393 3.7018
C 0.4304 -4.4128 2.7952
C 2.4992 -4.0989 3.9177
N 1.0668 -7.1608 4.8724
C 0.1624 -6.3242 5.6604
C 2.0083 -7.8176 5.7861
H -0.8496 -8.3687 3.5754
H -1.1631 -8.0274 1.8707
H -1.1266 -6.7182 3.0072
H 1.2924 -9.5544 2.8218
H 2.3172 -8.7152 1.6492
H 0.6936 -9.1908 1.1832
H 0.6967 -4.5547 1.7415
H 0.3475 -3.3341 2.9792
H -0.5748 -4.7978 2.9624
H 2.9659 -3.7926 2.9735
H 3.2753 -4.5544 4.5438
H 2.1528 -3.2019 4.4403
H 0.6826 -5.4979 6.1570
H -0.3269 -6.9221 6.4390
H -0.6542 -5.9189 5.0578
H 2.6909 -7.0851 6.2373
H 2.6087 -8.5539 5.2473
H 1.4860 -8.3554 6.5863

---

3.
C19H48BrF9N4O15S3V | ωB97M-V/def2-TZVPD

Output
Charge: +1
HOMO in eV: -9.226
Multiplicity: 1
Gap between HOMO and LUMO in eV: 6.146
Relative energy (zero: lowest compared OMol25 entry of this formula, charge and spin) in kJ/mol: 459.4
F_max in Eh/bohr: 0.067

Cartesian coordinates (Å):
O -1.5631 -0.0523 -0.1700
V -0.5490 -0.0267 1.1049
O 0.8132 0.6042 0.4808
C 2.6471 3.1322 1.5192
C 4.1196 2.9634 1.0585
C 4.2020 1.9642 -0.0938
O 3.7011 2.3830 -1.2862
C 3.5250 1.4510 -2.3522
N 4.6891 4.3220 0.7046
H 4.6597 4.8664 1.5653
H 5.6684 4.1983 0.4662
H 4.1305 4.8783 0.0618
H 2.4377 3.8954 2.2689
H 2.2557 2.1652 1.8260
H 2.0548 3.4334 0.6525
H 4.7511 2.6653 1.8951
H 3.7017 1.0572 0.2643
H 5.2334 1.5847 -0.1662
H 2.9815 0.5315 -2.1227
H 4.4687 1.1309 -2.8003
H 2.9468 2.0750 -3.0305
C 3.9936 -1.4745 1.5352
C 4.7161 -2.0057 0.2949
C 6.0169 -2.7273 0.5498
O 6.4500 -3.4109 -0.6064
C 7.6254 -4.1213 -0.3838
N 3.6289 -2.8987 -0.3502
H 3.6931 -3.0505 -1.3518
H 3.6379 -3.8424 0.0329
H 2.7139 -2.5245 -0.0935
H 4.7362 -0.7961 1.9748
H 4.0139 -2.2425 2.3092
H 3.1251 -0.8306 1.4119
H 4.7669 -1.1408 -0.3680
H 5.9003 -3.4740 1.3402
H 6.7607 -1.9589 0.7738
H 8.4489 -3.4982 -0.0244
H 7.9453 -4.3827 -1.3939
H 7.4541 -5.0054 0.2324
C 1.2358 -1.5767 -3.7254
C 0.0303 -2.5359 -3.9121
C -1.0640 -2.3164 -2.8865
O -2.2839 -2.9197 -3.2936
C -3.2884 -2.8636 -2.3159
N -0.6154 -2.1755 -5.2621
H -0.8636 -1.1942 -5.3680
H -0.0497 -2.3565 -6.0887
H -1.4672 -2.7241 -5.3812
H 1.9373 -1.9333 -2.9737
H 0.8186 -0.6471 -3.3341
H 1.8015 -1.3450 -4.6279
H 0.3341 -3.5785 -3.9849
H -1.2650 -1.2652 -2.6576
H -0.7827 -2.7626 -1.9310
H -2.9444 -3.1820 -1.3299
H -4.0203 -3.5994 -2.6477
H -3.7823 -1.9122 -2.1029
C -7.7563 1.8343 -2.6959
C -7.3857 1.3503 -1.2797
C -5.8832 1.4551 -0.8451
O -5.7260 1.4770 0.5680
C -4.4631 0.9600 1.0357
N -8.2392 2.1562 -0.2365
H -9.2095 2.3013 -0.4960
H -8.1178 1.7419 0.6870
H -7.8392 3.0839 -0.1014
H -8.7708 1.4590 -2.8329
H -7.0787 1.3659 -3.4058
H -7.7965 2.9232 -2.7091
H -7.7883 0.3380 -1.2880
H -5.5357 2.4118 -1.2466
H -5.3403 0.6922 -1.4056
H -4.4129 -0.1197 0.9011
H -4.3713 1.1453 2.1058
H -3.5950 1.4917 0.6466
C -3.3272 -3.2100 2.0589
F -2.5897 -4.2617 2.3531
F -3.1461 -2.8546 0.8080
F -4.6456 -3.5440 2.1714
S -2.8836 -1.7296 3.2619
O -4.1524 -1.2920 3.8205
O -2.0463 -2.3375 4.2659
O -2.1371 -0.8529 2.3387
C -1.9249 4.3403 0.2204
F -2.9699 3.6972 -0.3129
F -0.9364 4.1275 -0.6184
F -2.1328 5.6497 0.3426
S -1.4569 3.5714 1.9674
O -2.5510 3.9331 2.9163
O -1.2641 2.1398 1.6177
O -0.1829 4.1889 2.2409
C 1.8500 1.2578 5.0802
F 1.8949 1.3959 6.4133
F 1.1438 2.2859 4.5642
F 3.0929 1.2887 4.5546
S 0.8907 -0.3008 4.5736
O -0.1277 -0.3882 5.6234
O 0.4798 -0.0257 3.1723
O 1.7732 -1.4561 4.6499
Br 0.4256 -2.6407 0.6082